Formula: C10H26B2F2N4O14Tl
Source: the Open Molecules 2025 dataset
Level of theory: the ωB97M-V functional and the def2-TZVPD basis

Properties
HOMO   -12.889 eV
Molecular weight   690.34 g/mol
Orbital gap   3.194 eV
Charge   +1
Electronic energy   -2089.9739 Eh

Atoms and positions in Å:
Tl (-25.469, 8.200, -18.817)
B (-24.892, 6.007, -20.648)
H (-24.686, 7.107, -21.013)
H (-24.383, 5.852, -19.633)
H (-26.006, 5.735, -20.686)
H (-24.361, 5.412, -21.495)
B (-22.712, 8.960, -18.515)
H (-22.813, 9.280, -19.624)
H (-21.672, 9.082, -18.031)
H (-23.483, 9.655, -17.974)
H (-22.952, 7.811, -18.523)
C (-22.932, 4.881, -14.133)
C (-21.757, 4.431, -14.965)
O (-21.954, 5.270, -16.135)
C (-23.257, 5.508, -16.239)
O (-23.742, 6.119, -17.167)
O (-23.921, 5.143, -15.148)
F (-21.885, 3.171, -15.445)
H (-22.739, 5.860, -13.690)
H (-23.325, 4.200, -13.385)
H (-20.759, 4.527, -14.545)
C (-22.557, 3.629, -19.130)
C (-22.452, 3.261, -20.628)
O (-23.372, 2.189, -20.683)
C (-23.573, 1.677, -19.466)
O (-24.130, 0.630, -19.325)
O (-23.050, 2.443, -18.507)
F (-21.208, 2.808, -20.920)
H (-23.219, 4.459, -18.894)
H (-21.554, 3.748, -18.718)
H (-22.678, 4.115, -21.264)
C (-28.244, 4.113, -19.192)
N (-26.862, 4.342, -18.644)
O (-26.623, 5.482, -18.276)
O (-26.152, 3.399, -18.414)
H (-28.953, 4.707, -18.625)
H (-28.448, 3.049, -19.157)
H (-28.177, 4.500, -20.208)
C (-22.372, 9.026, -22.383)
N (-23.814, 9.355, -22.377)
O (-24.424, 9.295, -21.322)
O (-24.324, 9.620, -23.434)
H (-22.227, 7.970, -22.166)
H (-21.887, 9.577, -21.578)
H (-21.910, 9.355, -23.307)
C (-26.256, 3.430, -22.730)
N (-27.534, 2.675, -22.595)
O (-27.762, 2.027, -21.595)
O (-28.227, 2.642, -23.595)
H (-25.825, 3.138, -23.680)
H (-25.741, 3.259, -21.788)
H (-26.558, 4.473, -22.770)
C (-27.206, 7.168, -23.609)
N (-27.874, 7.247, -22.286)
O (-28.776, 6.481, -22.068)
O (-27.517, 8.166, -21.578)
H (-27.929, 7.140, -24.420)
H (-26.592, 6.274, -23.558)
H (-26.654, 8.089, -23.775)